No. 1
Molecular formula: C24H28ClN4O5
Method: DFT, wB97M-V/def2-TZVPD

## Properties
HOMO = -0.405 Eh
gap between HOMO and LUMO = 8.59 eV
molar mass = 487.96 g/mol

ORCA input file:
```
! RIJCOSX wB97M-V def2-TZVPD def2/J DEFGRID3
* xyz 1 1
O -3.209 2.734 5.607
O 2.732 0.413 -1.482
O 0.049 1.833 3.687
Cl 5.729 -4.645 1.624
O 3.020 0.730 -3.705
O 1.537 -2.030 -1.682
C -3.645 3.476 4.740
C 2.589 0.026 -2.635
C -0.717 2.785 3.620
C 0.056 1.552 0.487
C -1.234 1.423 0.923
C -0.502 -0.591 0.376
C -1.146 -4.725 -5.168
C -0.380 -3.916 -6.011
C -1.359 -4.342 -3.841
C 4.849 -3.407 -0.639
C 3.207 -3.756 1.089
C 3.881 -2.791 -1.438
C 2.235 -3.151 0.285
C 0.176 -2.727 -5.527
C -0.813 -3.147 -3.362
C 4.517 -3.885 0.628
C 2.553 -2.648 -0.983
C -0.038 -2.329 -4.198
N 0.495 0.286 0.154
N -0.270 3.983 4.021
N -3.191 3.456 3.484
N -1.564 0.079 0.865
C -4.732 4.475 5.062
C -0.878 5.310 3.908
C 1.861 -1.313 -2.902
C 0.561 -1.044 -3.677
C -2.092 2.531 1.489
C -2.129 2.543 3.027
H 3.490 1.508 -3.362
H 0.642 2.464 0.466
H -0.448 -1.661 0.199
H -1.572 -5.651 -5.544
H -0.216 -4.214 -7.044
H -1.950 -4.976 -3.187
H 5.870 -3.515 -0.995
H 2.954 -4.141 2.074
H 4.207 -2.434 -2.408
H 1.223 -3.086 0.661
H 0.775 -2.115 -6.196
H -0.990 -2.863 -2.331
H 1.431 0.063 -0.203
H 0.646 3.941 4.444
H -3.598 4.106 2.830
H -2.440 -0.326 1.177
H -4.903 4.473 6.138
H -5.651 4.190 4.553
H -4.426 5.472 4.750
H -1.629 5.448 4.689
H -1.333 5.446 2.926
H -0.109 6.074 4.042
H 2.497 -1.922 -3.550
H -0.158 -0.531 -3.032
H 0.766 -0.381 -4.524
H -1.717 3.492 1.130
H -3.106 2.406 1.106
H -2.404 1.543 3.367
*
```

No. 2
Molecular formula: C24H28FN9O9PTl
Method: DFT, wB97M-V/def2-TZVPD

## Properties
HOMO = -0.318 Eh
gap between HOMO and LUMO = 8.58 eV
molar mass = 840.90 g/mol

ORCA input file:
```
! RIJCOSX wB97M-V def2-TZVPD def2/J DEFGRID3
* xyz 0 1
Tl -0.026 -0.307 0.479
O -1.213 0.972 -1.325
C -2.095 1.937 -0.747
C -1.523 2.534 0.526
N -1.136 1.520 1.513
C -2.244 0.878 2.232
C -1.787 -0.435 2.905
O -2.500 -0.888 3.780
O -0.673 -0.959 2.499
C -0.175 2.094 2.472
C 1.244 2.150 1.910
O 1.981 3.080 2.201
O 1.577 1.133 1.195
H -0.458 1.382 -1.770
H -3.025 1.404 -0.553
H -2.312 2.731 -1.464
H -2.247 3.241 0.952
H -0.620 3.106 0.294
H -3.036 0.627 1.529
H -2.657 1.544 2.994
H -0.142 1.442 3.345
H -0.504 3.084 2.795
C 5.508 -1.245 1.409
N 4.087 -1.479 1.590
C 3.504 -1.884 2.763
C 2.163 -1.948 2.532
N 1.924 -1.593 1.237
C 3.086 -1.291 0.692
P 3.385 -0.801 -1.040
C 1.896 -1.535 -1.767
N 0.636 -1.424 -1.356
C -0.146 -2.169 -2.190
C 0.658 -2.732 -3.134
N 1.938 -2.329 -2.858
C 3.118 -2.714 -3.618
C 2.901 0.952 -1.205
N 1.698 1.387 -1.540
C 1.810 2.750 -1.599
C 3.079 3.132 -1.279
N 3.770 1.982 -1.041
C 5.131 1.917 -0.544
H 6.033 -1.695 2.247
H 5.726 -0.179 1.395
H 5.854 -1.706 0.485
H 4.094 -2.090 3.640
H 1.354 -2.210 3.192
H -1.197 -2.300 -1.997
H 0.437 -3.393 -3.954
H 2.795 -3.352 -4.436
H 3.811 -3.267 -2.988
H 3.614 -1.836 -4.026
H 0.975 3.393 -1.831
H 3.542 4.098 -1.180
H 5.608 2.876 -0.727
H 5.685 1.136 -1.063
H 5.126 1.732 0.529
F -4.940 1.011 -3.002
C -5.397 0.375 -1.914
C -4.642 -0.521 -1.272
N -5.077 -1.174 -0.138
C -4.239 -2.121 0.632
C -2.834 -2.240 0.041
O -2.488 -3.260 -0.542
O -2.151 -1.157 0.165
C -6.347 -0.965 0.357
O -6.779 -1.528 1.337
N -7.103 -0.038 -0.350
C -6.747 0.698 -1.471
O -7.495 1.498 -1.987
H -3.645 -0.756 -1.615
H -4.741 -3.084 0.646
H -4.154 -1.750 1.655
H -8.027 0.127 0.018
*
```

No. 3
Molecular formula: C24H28IN3O9P2Sn
Method: DFT, wB97M-V/def2-TZVPD

## Properties
HOMO = -0.059 Eh
gap between HOMO and LUMO = 5.58 eV
molar mass = 810.06 g/mol

ORCA input file:
```
! RIJCOSX wB97M-V def2-TZVPD def2/J DEFGRID3
* xyz -2 1
Sn -0.284 0.687 0.177
C 2.179 -2.704 -2.223
C 0.887 -3.373 -1.880
N 0.871 -4.673 -1.746
C -0.272 -5.283 -1.349
C -1.422 -4.613 -1.043
C -2.562 -5.385 -0.445
O -3.679 -5.463 -1.345
C -1.458 -3.198 -1.183
C -2.660 -2.495 -0.877
N -2.754 -1.219 -0.747
C -3.902 -0.595 -0.345
C -4.822 -1.128 0.578
C -5.946 -0.422 0.965
C -6.186 0.852 0.464
C -5.283 1.410 -0.432
C -4.161 0.700 -0.812
I -2.809 1.516 -2.208
C -0.278 -2.520 -1.661
O -0.222 -1.292 -1.939
H 2.925 -3.446 -2.500
H 2.533 -2.148 -1.353
H 2.033 -1.975 -3.022
H -0.209 -6.363 -1.246
H -2.875 -4.913 0.494
H -2.215 -6.398 -0.208
H -4.406 -5.885 -0.881
H -3.576 -3.097 -0.822
H -4.623 -2.108 0.993
H -6.640 -0.863 1.671
H -7.062 1.411 0.769
H -5.450 2.404 -0.826
C 2.686 2.228 3.303
C 2.508 0.729 3.445
O 3.410 0.167 4.389
P 0.788 0.414 4.027
O 0.869 0.747 5.616
O 0.493 -1.146 4.091
O -0.276 1.254 3.427
P 2.718 -0.213 1.826
O 3.224 0.802 0.746
O 3.720 -1.267 2.141
O 1.313 -0.708 1.435
H 2.566 2.711 4.277
H 1.934 2.618 2.616
H 3.677 2.452 2.908
H 3.760 -0.630 3.944
H 0.114 1.323 5.798
H 0.618 -1.419 3.141
H 2.428 1.298 0.285
C 2.516 0.956 -2.745
C 2.502 2.418 -2.399
C 3.236 3.332 -3.134
C 3.208 4.694 -2.850
C 2.375 5.135 -1.828
C 1.622 4.253 -1.071
C 0.696 4.745 0.005
C 1.702 2.850 -1.299
N 1.064 1.968 -0.499
H 3.089 0.776 -3.657
H 1.493 0.593 -2.877
H 2.947 0.367 -1.932
H 3.850 2.972 -3.956
H 3.814 5.393 -3.415
H 2.307 6.200 -1.617
H 0.764 5.829 0.120
H 0.925 4.267 0.959
H -0.336 4.474 -0.238
*
```

No. 4
Molecular formula: C24H28MgN4O2
Method: DFT, wB97M-V/def2-TZVPD

## Properties
HOMO = -0.506 Eh
gap between HOMO and LUMO = 7.63 eV
molar mass = 428.82 g/mol

ORCA input file:
```
! RIJCOSX wB97M-V def2-TZVPD def2/J DEFGRID3
* xyz 2 1
Mg 0.013 -0.403 -0.047
C 2.242 2.643 -5.906
C 1.513 2.154 -4.686
C 0.420 2.822 -4.183
C -0.201 2.452 -2.971
C -1.239 3.314 -2.512
N -1.481 3.674 -1.284
C -0.670 3.346 -0.123
C -0.658 4.466 0.921
C 0.484 4.245 1.930
N 0.464 2.874 2.422
C -0.140 2.450 3.494
C -0.457 1.092 3.739
C -1.042 0.753 4.979
C -1.493 -0.516 5.254
C -2.104 -0.874 6.580
C -1.396 -1.460 4.228
C -0.862 -1.184 2.973
C -0.877 -2.247 1.979
N -0.553 -2.086 0.754
C -0.504 -3.195 -0.191
C 0.948 -3.575 -0.561
C 1.963 -2.417 -0.609
N 1.401 -1.194 -1.167
C 1.853 -0.659 -2.236
C 1.319 0.552 -2.836
C 1.940 1.022 -3.989
C 0.186 1.246 -2.298
O -0.515 0.795 -1.308
C -0.313 0.106 2.710
O 0.270 0.406 1.585
H 1.646 3.369 -6.455
H 3.172 3.130 -5.608
H 2.496 1.827 -6.580
H 0.054 3.701 -4.704
H -1.865 3.783 -3.266
H -2.284 4.267 -1.116
H -1.047 2.422 0.311
H 0.346 3.159 -0.480
H -0.514 5.438 0.446
H -1.609 4.495 1.459
H 1.444 4.422 1.446
H 0.388 4.938 2.765
H 0.749 2.127 1.789
H -0.441 3.193 4.228
H -1.134 1.528 5.733
H -1.987 -0.062 7.294
H -3.170 -1.076 6.465
H -1.642 -1.769 6.996
H -1.772 -2.461 4.416
H -1.203 -3.230 2.331
H -1.011 -4.082 0.197
H -1.024 -2.868 -1.095
H 1.330 -4.299 0.160
H 0.915 -4.075 -1.529
H 2.275 -2.178 0.412
H 2.844 -2.749 -1.165
H 2.696 -1.117 -2.761
H 2.784 0.464 -4.382
*
```